C9H21FGaNO3S | wB97M-V/def2-TZVPD

```
37
Properties=species:S:1:pos:R:3:mulliken_charge:R:1
O 2.446 -1.395 3.084 -0.5835
S 3.491 -2.295 2.660 0.8071
O 3.009 -3.636 2.515 -0.5787
F 4.573 -2.245 3.859 -0.2414
Ga 4.285 -1.481 0.594 0.3666
H 3.658 -2.479 -0.478 -0.2126
H 5.864 -1.347 0.515 -0.2439
H 3.634 -0.010 0.419 -0.2154
C -1.840 1.757 1.149 -1.6601
C -0.844 1.771 -0.045 1.7367
C -1.583 1.970 -1.378 -1.3831
C -2.322 0.734 -1.895 -0.4605
C -1.396 -0.482 -1.938 -1.2736
C -0.736 -0.775 -0.587 1.3280
N -0.057 0.481 -0.083 0.8708
O 0.996 0.633 -0.630 -0.2892
C -1.795 -1.286 0.408 -1.8241
C 0.264 -1.925 -0.721 -1.6452
C 0.063 2.977 0.190 -1.9203
H -1.662 0.926 1.829 0.3372
H -1.734 2.650 1.759 0.4844
H -2.878 1.709 0.824 0.3581
H -0.862 2.278 -2.142 0.4245
H -2.282 2.797 -1.261 0.3905
H -3.198 0.528 -1.276 0.2977
H -2.699 0.937 -2.898 0.4090
H -1.951 -1.364 -2.252 0.4275
H -0.624 -0.315 -2.696 0.3782
H -1.361 -1.434 1.397 0.4110
H -2.177 -2.245 0.071 0.4550
H -2.655 -0.627 0.509 0.3916
H 1.016 -1.743 -1.488 0.4405
H -0.267 -2.833 -0.992 0.4367
H 0.781 -2.106 0.222 0.3985
H 0.662 2.851 1.092 0.4768
H -0.554 3.863 0.308 0.4986
H 0.735 3.162 -0.646 0.4066
```

Summary:
LUMO: -4.0 eV
Highest occupied orbital energy: -8.5 eV
2S+1: 1